# 1
C3H4N2O | ωB97M-V with the def2-TZVPD basis set

```
10
Properties=species:S:1:pos:R:3:forces:R:3:lowdin_charge:R:1
C -1.4145 -0.2919 0.1100 -0.1 -0.1 -0.1 0.00
C 0.0188 -0.0650 -0.1401 0.7 0.1 1.6 -0.46
C 1.2769 0.7003 0.2325 -1.6 -1.0 0.4 -0.20
O 2.0457 -0.4593 0.3322 1.3 0.2 0.1 -0.07
N 1.0904 -0.9934 -0.5904 -1.3 1.3 -0.6 0.16
N 0.7535 0.5424 -1.1416 1.3 -0.9 -1.3 0.17
H 1.5404 1.6316 0.7021 -0.1 0.1 0.1 0.14
H -1.8282 -0.8915 -0.7013 -0.1 0.0 0.0 0.09
H -1.5471 -0.8360 1.0448 0.0 0.1 0.0 0.08
H -1.9359 0.6628 0.1517 -0.1 0.0 0.0 0.09
```
Positions in Å, forces in eV/Å.

## Properties
E_HOMO (eV): -9.47
Gap between HOMO and LUMO (eV): 10.426
Energy above the lowest of the compared OMol25 structures with the same formula, charge and spin (kcal/mol): 149.2
Calculated total energy (eV): -8197.4177
Net charge: 0
LUMO energy (eV): 0.96
Strongest force on any atom (eV/A): 2.04



# 2
C10H9N2O | ωB97M-V with the def2-TZVPD basis set

```
22
Properties=species:S:1:pos:R:3:forces:R:3:lowdin_charge:R:1
C 1.9216 2.0501 -0.3912 -0.3 0.4 1.6 -0.05
C 2.2477 0.9103 -1.0340 -0.2 -0.7 -2.2 -0.04
C 0.6926 2.1176 0.1904 -0.5 -1.4 0.4 0.05
C 1.4993 -0.2519 -1.0601 0.5 0.7 0.2 0.02
C -0.0853 0.9252 0.2478 0.5 2.2 -0.5 -0.10
C 0.3302 -0.2575 -0.3649 -0.6 1.3 0.7 -0.21
C -1.4510 0.9758 0.7472 1.0 -1.8 -1.0 -0.29
C -0.4785 -1.4176 -0.0118 -1.9 0.4 0.0 -0.09
C -2.0922 -0.4874 0.3813 2.9 -0.8 2.4 -0.03
C 0.1667 -2.0418 1.1863 -3.1 -0.5 0.4 -0.01
N -3.0938 -0.4763 -1.8040 0.0 0.2 0.8 0.42
N -2.7016 -0.4549 -0.7711 -1.1 0.1 -4.9 0.02
O -2.0584 1.8216 1.2695 -1.1 1.1 0.8 0.21
H 2.6463 2.8140 -0.2168 0.1 0.8 -0.7 0.13
H 2.8479 1.0822 -1.8855 2.0 -0.5 -0.3 0.12
H 0.4077 3.0773 0.5344 -0.9 0.5 0.7 0.13
H 1.9215 -1.0543 -1.5994 -0.1 -1.0 -0.6 0.12
H -0.6851 -2.0348 -0.8643 -0.5 -0.6 -0.2 0.14
H -2.9257 -0.7601 1.0173 0.5 -0.6 1.3 0.18
H 0.4582 -1.1959 1.7217 0.8 0.8 1.7 0.08
H 0.9689 -2.6660 0.9660 1.6 -0.8 -0.8 0.09
H -0.5369 -2.6759 1.7410 0.1 0.3 0.1 0.11
```
Positions in Å, forces in eV/Å.

## Properties
E_HOMO (eV): -13.57
Gap between HOMO and LUMO (eV): 8.512
Energy above the lowest of the compared OMol25 structures with the same formula, charge and spin (kcal/mol): 69.5
Calculated total energy (eV): -15533.1971
Net charge: +1
LUMO energy (eV): -5.06
Strongest force on any atom (eV/A): 4.99



# 3
C21H51N6O9Zr | ωB97M-V with the def2-TZVPD basis set

```
88
Properties=species:S:1:pos:R:3:forces:R:3:lowdin_charge:R:1
Zr -0.1113 0.5136 -0.2217 3.2 0.2 -0.2 2.06
C 2.9061 -0.0750 1.5575 -1.7 -1.1 -1.4 -0.20
O 1.6253 -0.1504 0.9675 -2.5 1.3 -0.9 -0.49
H 3.0545 -1.0739 1.9675 0.6 0.0 0.4 0.05
H 3.5673 0.0487 0.6999 0.9 0.5 0.5 0.07
H 2.9803 0.6535 2.3649 0.3 0.3 -0.1 0.06
C -0.1924 4.1443 0.2932 -0.7 -2.3 -1.6 -0.20
O -0.0788 2.7453 0.0379 0.6 -2.3 0.6 -0.49
H -0.0224 4.4694 1.3196 0.2 -0.1 0.1 0.07
H 0.4454 4.6303 -0.4451 0.2 0.6 0.4 0.04
H -1.2214 4.3393 -0.0091 -0.3 0.9 0.3 0.06
C 0.1659 -2.0485 -2.7829 -0.6 1.6 1.9 -0.19
O -0.1148 -1.0303 -1.7990 0.0 1.3 0.9 -0.51
H 0.2962 -1.6149 -3.7744 0.3 0.0 -0.1 0.06
H 1.0472 -2.5945 -2.4463 0.1 -0.2 -0.4 0.06
H -0.7032 -2.7053 -2.8178 0.0 -0.4 -0.1 0.06
C -2.1879 1.4221 4.0151 1.4 -1.1 0.8 0.04
C -0.8988 1.1885 3.1766 -1.3 -0.4 -1.7 -0.46
O -0.9988 0.9494 1.9647 -1.0 -0.2 -0.2 -0.11
N 0.3260 1.2035 3.6773 0.1 1.1 2.2 0.06
C 0.6056 1.8512 4.9720 0.3 0.4 -0.4 -0.05
H -1.9302 1.7242 5.0302 -0.1 1.3 -0.3 0.06
H -2.6014 0.4790 4.3723 -0.1 -0.7 -0.9 0.08
H -2.9876 1.9580 3.5037 0.5 0.2 0.1 0.08
H 1.0575 1.3020 2.9878 -0.1 -0.4 -0.3 0.12
H 0.2899 2.8944 4.9873 -0.1 0.2 -0.3 0.09
H 1.6923 1.8706 5.0545 -0.2 -0.3 0.5 0.09
H 0.0980 1.4053 5.8272 0.4 -0.5 -0.2 0.08
C 3.5906 0.2410 -2.6178 0.6 0.8 -0.2 0.03
C 2.7650 1.4292 -2.1845 -2.0 -1.1 2.3 -0.46
O 1.6711 1.1885 -1.5892 1.7 0.9 -1.1 -0.14
N 3.2376 2.6686 -2.3192 1.2 0.6 -0.4 0.04
C 2.6374 3.8960 -1.8513 -1.3 0.5 0.0 -0.05
H 3.2677 -0.0460 -3.6186 -0.1 -0.4 0.2 0.09
H 3.5249 -0.5439 -1.8644 -0.6 0.0 -0.3 0.09
H 4.6520 0.4831 -2.6711 0.0 0.2 -0.2 0.08
H 4.1248 2.8286 -2.7746 -0.1 -0.6 0.0 0.15
H 1.6476 3.9512 -2.3045 -0.2 0.1 0.4 0.08
H 3.1489 4.8087 -2.1572 0.5 -0.5 -0.5 0.09
H 2.5530 4.0073 -0.7703 -0.1 -0.6 0.0 0.09
C -2.6456 -2.9234 0.6413 -0.5 0.4 -0.7 0.02
C -1.5354 -2.2594 1.4405 -1.3 -4.1 -0.6 -0.52
O -0.7901 -1.5393 0.8370 1.6 2.8 0.1 -0.06
N -1.3382 -2.8842 2.6103 0.7 -0.4 0.8 0.04
C -0.2167 -2.6485 3.5117 -0.2 1.2 0.4 -0.04
H -2.3806 -2.7845 -0.4068 -0.1 0.3 0.0 0.07
H -3.6030 -2.4401 0.8363 -0.1 -0.1 -0.1 0.09
H -2.7368 -4.0057 0.7330 0.0 0.1 0.6 0.09
H -1.9170 -3.6856 2.8172 -0.1 0.3 -0.2 0.14
H 0.5459 -2.1346 2.9266 0.1 0.1 0.3 0.07
H 0.2245 -3.4684 4.0785 -0.3 -0.7 -1.0 0.09
H -0.6058 -2.0314 4.3216 0.3 0.6 0.0 0.08
C 0.1115 1.7973 -4.7318 -0.2 -0.5 -0.1 0.02
C -1.0232 2.0849 -3.7374 0.1 0.7 -0.2 -0.49
O -0.9291 1.8210 -2.5598 -0.2 -0.4 0.5 -0.01
N -2.1038 2.7935 -4.2208 1.7 -1.4 -0.6 0.02
C -3.1328 3.3689 -3.4191 -0.6 0.9 0.5 -0.08
H -0.2116 1.3523 -5.6729 -0.4 0.3 -0.1 0.08
H 0.8206 1.0604 -4.3546 -0.2 0.2 0.6 0.07
H 0.6721 2.7058 -4.9514 -0.1 0.1 0.0 0.09
H -2.0194 2.9774 -5.2103 -0.5 0.3 0.2 0.14
H -3.1403 3.0608 -2.3735 0.5 -0.4 -0.3 0.06
H -4.1281 3.1602 -3.8113 0.0 0.0 -0.2 0.09
H -3.0000 4.4489 -3.3546 -0.1 0.2 -0.2 0.09
C -4.1060 2.2540 0.1496 1.3 -1.3 -0.9 0.04
C -3.3993 1.1409 -0.7062 -0.3 1.4 0.4 -0.45
O -2.2443 0.7709 -0.4117 -1.6 -0.3 -0.7 -0.15
N -4.1220 0.6524 -1.7307 1.2 -2.5 -0.8 0.07
C -3.6549 -0.4801 -2.6307 -0.5 0.9 -0.7 -0.01
H -3.4339 3.0774 0.3915 0.3 -0.2 -0.3 0.08
H -4.2515 1.7066 1.0809 -0.8 0.3 0.1 0.08
H -4.9678 2.6599 -0.3801 -0.2 -0.3 0.5 0.08
H -5.1021 0.8141 -1.9132 0.2 0.7 0.8 0.14
H -3.7986 -1.5138 -2.3162 0.4 0.3 1.0 0.08
H -2.6627 -0.3023 -3.0454 0.1 0.0 0.7 0.07
H -4.3107 -0.4682 -3.5012 -0.2 0.5 -0.1 0.08
C 4.2769 -6.5169 2.5657 -0.3 0.7 -0.9 0.01
C 3.1749 -5.3890 2.4858 -1.2 -0.5 1.8 -0.48
O 2.3949 -5.0614 3.4067 1.6 -0.7 -1.2 0.00
N 3.0513 -4.8090 1.2776 0.9 -1.1 -1.1 -0.01
C 2.1140 -3.7785 0.9348 0.6 0.9 0.4 -0.06
H 3.9341 -7.5161 2.8342 -0.5 0.4 0.5 0.08
H 5.1579 -6.2559 3.1521 -0.4 0.2 0.3 0.08
H 4.6535 -6.6799 1.5559 0.1 0.2 -0.2 0.06
H 3.6843 -5.1022 0.5473 -0.1 -0.1 0.2 0.13
H 2.3059 -3.0027 1.6761 -0.7 0.3 -0.2 0.06
H 1.0615 -4.0606 0.9076 0.1 -0.2 0.2 0.09
H 2.3984 -3.3776 -0.0381 -0.1 0.0 0.0 0.09
```
Positions in Å, forces in eV/Å.

## Properties
E_HOMO (eV): -10.29
Gap between HOMO and LUMO (eV): 8.647
Calculated total energy (eV): -51251.2160
Net charge: +1
LUMO energy (eV): -1.64
Strongest force on any atom (eV/A): 4.31



# 4
C4H5N3S | ωB97M-V with the def2-TZVPD basis set

```
13
Properties=species:S:1:pos:R:3:forces:R:3:lowdin_charge:R:1
C -0.3199 0.8036 0.5254 1.8 -0.1 -1.2 -0.66
C -1.2169 0.7095 -0.5740 -3.5 -0.4 -0.1 -0.21
C 0.6098 -0.1628 0.2101 0.5 -2.7 1.3 -0.11
C 1.5602 -2.5283 -0.8471 2.6 -3.7 1.1 -0.07
H 0.6758 1.7044 2.7401 -1.6 0.3 -2.2 -0.05
H -2.1280 1.3645 -0.6969 1.2 -0.8 0.1 0.12
H 1.3570 -0.7412 0.9264 -1.5 2.0 -1.7 0.15
H 1.7265 -3.5958 -1.1035 0.9 0.9 0.6 0.10
H 2.0341 -1.9070 -0.1353 1.8 0.0 0.1 0.04
N -1.1641 -0.4194 -1.3019 3.8 1.9 1.3 0.12
N 0.1572 -0.8610 -0.9243 -2.6 0.2 1.4 -0.18
N 0.4580 -2.1971 -1.2082 -4.4 2.8 -2.3 0.03
S -0.2264 2.1616 1.6515 1.1 -0.5 1.7 0.71
```
Positions in Å, forces in eV/Å.

## Properties
SMILES string: C=Nn1cc(S)cn1
E_HOMO (eV): -8.67
Gap between HOMO and LUMO (eV): 8.957
Energy above the lowest of the compared OMol25 structures with the same formula, charge and spin (kcal/mol): 100.6
Calculated total energy (eV): -19530.5172
Net charge: 0
LUMO energy (eV): 0.28
Strongest force on any atom (eV/A): 5.76



# 5
C37H38MnN7OP2S | ωB97M-V with the def2-TZVPD basis set

```
87
Properties=species:S:1:pos:R:3:forces:R:3:lowdin_charge:R:1
Mn -0.9360 -0.0860 0.5915 2.5 0.6 -0.9 0.78
C -2.3396 4.4362 3.4076 0.3 -0.3 -0.1 0.02
N -1.4962 3.3678 2.8170 -0.1 0.4 0.3 -0.09
C -0.1249 3.3059 2.9375 -0.4 0.2 0.1 0.00
C 0.2669 2.1750 2.3000 0.0 -0.3 -0.1 -0.07
N -0.8514 1.5497 1.7985 0.1 -0.5 -0.3 -0.02
C -1.9041 2.2866 2.1206 0.1 0.4 0.3 -0.43
P -3.6106 1.9108 1.6135 0.0 0.2 -0.1 1.22
C -3.1789 1.6722 -0.1475 -0.3 0.2 -0.3 -0.42
N -2.2632 0.8275 -0.5964 0.9 -0.4 0.0 -0.02
C -2.2338 0.9154 -1.9713 0.1 -0.3 0.3 -0.06
C -3.1599 1.8266 -2.3544 -0.4 0.3 0.2 0.00
N -3.7470 2.2950 -1.1964 -0.4 0.4 -0.3 -0.09
C -4.8030 3.3331 -1.1361 0.2 -0.3 0.1 0.02
C -3.5396 0.1459 2.0298 -0.3 -0.2 0.1 -0.44
N -2.5504 -0.6683 1.6921 0.3 -0.6 -0.1 -0.03
C -2.9024 -1.9386 2.1007 0.2 0.3 0.0 -0.06
C -4.1194 -1.8731 2.6999 -0.2 0.2 0.0 0.00
N -4.5108 -0.5551 2.6423 -0.5 -0.1 0.3 -0.09
C -5.7679 -0.0263 3.2157 0.3 -0.2 -0.1 0.02
H -1.8609 5.3961 3.2537 0.1 0.0 -0.1 0.11
H -2.4651 4.2695 4.4729 0.0 -0.1 0.1 0.11
H -3.3123 4.4479 2.9344 -0.1 -0.1 -0.1 0.07
H 0.4467 4.0584 3.4655 -0.2 -0.1 -0.1 0.15
H 1.2615 1.7757 2.1751 -0.1 0.0 0.0 0.09
H -1.5762 0.3164 -2.5802 0.0 0.0 0.1 0.12
H -3.4542 2.1665 -3.3394 0.0 0.0 0.3 0.15
H -5.0024 3.6817 -2.1406 0.0 0.0 -0.1 0.10
H -4.4737 4.1733 -0.5347 0.1 0.0 0.0 0.10
H -5.7184 2.9240 -0.7187 0.0 -0.1 0.0 0.10
H -2.2720 -2.7946 1.9338 -0.1 0.1 0.0 0.10
H -4.7360 -2.6497 3.1368 0.1 0.3 -0.1 0.15
H -6.5152 -0.8101 3.2015 0.0 -0.1 -0.1 0.11
H -6.1268 0.8092 2.6286 0.0 0.1 -0.1 0.08
H -5.6113 0.2921 4.2405 0.1 0.0 0.1 0.11
N 0.5702 0.3000 -0.0785 -1.7 -0.4 0.5 -0.17
P 2.0746 0.6119 -0.7077 -0.1 -0.2 0.0 0.95
C 3.2841 0.2350 0.5525 0.0 -0.1 0.1 -0.31
C 4.6328 0.4738 0.2798 0.1 -0.1 0.0 -0.07
C 5.5884 0.1913 1.2434 0.0 0.0 0.0 -0.03
C 5.2044 -0.3164 2.4802 0.1 0.0 0.0 -0.03
C 3.8643 -0.5603 2.7524 0.0 0.0 0.1 -0.05
C 2.9034 -0.2868 1.7903 0.5 0.1 -0.1 -0.11
C 2.3155 -0.3452 -2.2018 -0.1 -0.1 0.0 -0.30
C 1.4233 -1.3579 -2.5656 0.2 0.1 0.0 -0.09
C 1.6759 -2.1286 -3.6931 0.0 0.0 0.1 -0.05
C 2.8075 -1.8816 -4.4582 0.1 0.0 -0.1 -0.03
C 3.6759 -0.8466 -4.1209 0.0 0.0 0.0 -0.03
C 3.4350 -0.0729 -2.9956 0.0 -0.1 0.0 -0.07
C 2.2235 2.3204 -1.1528 -0.1 0.1 0.0 -0.31
C 1.6654 2.7382 -2.3691 0.1 0.1 0.1 -0.07
C 1.8679 4.0405 -2.7932 0.0 0.0 0.0 -0.04
C 2.6170 4.9178 -2.0099 0.0 0.0 0.0 -0.03
C 3.1421 4.5079 -0.7894 0.0 0.1 0.0 -0.04
C 2.9436 3.2085 -0.3502 0.0 0.0 0.0 -0.07
H 4.9429 0.8795 -0.6772 0.0 0.0 0.1 0.11
H 6.6345 0.3711 1.0311 0.0 0.0 0.0 0.13
H 5.9550 -0.5119 3.2391 -0.1 0.0 -0.1 0.13
H 3.5702 -0.9530 3.7206 0.0 0.0 -0.1 0.12
H 1.8698 -0.4646 2.0078 -0.4 -0.1 0.1 0.07
H 0.5203 -1.5132 -1.9917 0.0 -0.1 0.1 0.07
H 0.9885 -2.9178 -3.9777 0.0 0.1 0.0 0.12
H 3.0079 -2.4852 -5.3370 0.0 0.1 0.1 0.13
H 4.5391 -0.6368 -4.7452 -0.1 0.0 0.1 0.13
H 4.0996 0.7520 -2.7579 0.0 -0.1 0.0 0.11
H 1.1005 2.0472 -2.9864 0.1 0.0 0.0 0.11
H 1.4583 4.3673 -3.7423 0.1 0.0 0.1 0.12
H 2.7950 5.9295 -2.3583 0.0 -0.1 0.0 0.13
H 3.7214 5.1991 -0.1855 -0.1 -0.1 -0.1 0.12
H 3.3667 2.8859 0.5973 0.0 0.0 -0.2 0.11
C 0.5466 -3.8818 2.0260 0.0 0.0 0.2 -0.19
S 0.6218 -3.0260 0.4530 0.2 0.6 -0.1 1.02
O -0.5887 -2.0568 0.5017 -0.6 0.1 0.2 -0.63
C 0.0967 -4.3033 -0.6412 0.2 -0.1 0.0 -0.43
C -1.1779 -4.3087 -1.1719 -0.2 -0.1 -0.1 -0.07
C -1.5381 -5.3716 -1.9908 0.0 0.0 -0.1 -0.04
C -0.6362 -6.3978 -2.2432 0.1 0.0 0.0 -0.03
C 0.6475 -6.3641 -1.7007 0.0 -0.1 0.0 -0.04
C 1.0331 -5.2966 -0.9042 0.1 -0.1 -0.1 -0.07
H -0.1661 -4.7009 1.9679 0.0 0.0 0.1 0.08
H 0.2550 -3.1435 2.7799 0.1 -0.1 -0.1 0.07
H 1.5498 -4.2595 2.2472 -0.2 0.0 -0.1 0.08
H -1.8783 -3.5128 -0.9488 0.1 0.0 0.0 0.11
H -2.5256 -5.3964 -2.4363 0.1 0.0 0.1 0.12
H -0.9277 -7.2293 -2.8743 0.0 0.1 0.1 0.12
H 1.3477 -7.1684 -1.9021 -0.1 0.1 0.0 0.13
H 2.0449 -5.2379 -0.5057 -0.2 0.0 0.0 0.13
```
Positions in Å, forces in eV/Å.

## Properties
2S+1: 2
E_HOMO (alpha / beta) (eV): -16.28 / -16.28
Gap between HOMO and LUMO (alpha / beta) (eV): 6.328 / 6.927
Energy above the lowest of the compared OMol25 structures with the same formula, charge and spin (kcal/mol): 9.8
Calculated total energy (eV): -112173.4293
Net charge: +3
LUMO energy (alpha / beta) (eV): -9.95 / -9.35
Strongest force on any atom (eV/A): 2.75



# 6
C8H13BNO2S | ωB97M-V with the def2-TZVPD basis set

```
26
Properties=species:S:1:pos:R:3:forces:R:3:lowdin_charge:R:1
B 1.3248 2.4626 0.5891 1.5 -0.7 -0.1 -0.71
C -2.8958 -0.7809 0.4199 1.1 -2.2 3.1 0.00
C -2.5342 -0.1727 -0.7359 2.2 -0.6 -1.1 -0.02
C -1.9407 -1.6056 1.0932 -3.7 0.3 1.7 0.01
C -0.6887 -1.6929 0.6847 0.8 0.7 -3.3 0.02
C -1.3068 -0.4048 -1.3257 0.2 0.0 0.3 -0.56
C -0.2026 -1.0784 -0.5751 0.9 0.0 1.1 -0.56
C 0.3242 1.2369 0.5259 -1.9 0.6 0.0 -0.07
C 0.8561 -0.0604 -0.0938 2.0 0.5 -0.9 -0.15
N 0.4952 -2.0892 -1.4751 -2.9 1.7 0.9 0.08
O 1.0379 3.6397 1.1623 1.2 2.1 0.2 0.18
O 2.5449 2.2191 0.0069 1.6 0.1 -0.2 0.14
S -0.8517 0.0489 -2.8708 -0.7 0.7 -0.6 1.10
H -3.8765 -0.6729 0.7694 -1.1 0.1 0.6 0.11
H -3.2394 0.3883 -1.2008 -1.9 1.8 -1.6 0.11
H -2.1637 -2.2097 1.9999 -0.4 0.7 -0.7 0.15
H 0.0136 -2.3174 1.0788 1.6 -1.6 1.6 0.11
H -0.5308 1.6994 -0.1003 1.0 -0.9 0.7 0.14
H -0.1700 1.0444 1.5169 0.5 0.2 -0.7 0.13
H 1.5620 -0.6124 0.6606 -1.0 1.1 -1.6 0.17
H 1.4224 0.1928 -1.0768 -0.3 -0.3 1.9 0.14
H 1.3515 -2.3379 -1.0313 0.5 -0.9 0.2 0.09
H 0.2271 -0.6848 -2.5210 1.0 -0.5 -1.2 -0.07
H -0.2905 -2.7598 -1.4894 1.6 -0.8 -0.5 0.13
H 1.8141 4.2948 1.0738 -2.0 -1.4 0.3 0.16
H 3.3842 2.7502 0.0933 -1.8 -0.5 0.0 0.14
```
Positions in Å, forces in eV/Å.

## Properties
2S+1: 3
E_HOMO (alpha / beta) (eV): -11.40 / -14.18
Gap between HOMO and LUMO (alpha / beta) (eV): 8.073 / 6.358
Calculated total energy (eV): -25595.5373
Net charge: +1
LUMO energy (alpha / beta) (eV): -3.33 / -7.83
Strongest force on any atom (eV/A): 4.05